This record from the Open Molecules 2025 dataset describes a gas-phase ion, C5H8NO (charge +1) in a non-equilibrium geometry. The level of theory is ωB97M-V/def2-TZVPD.

Element x y z (Å)
C: -1.38789 -1.16707 -0.54870
C: 0.00640 -1.29103 0.26629
C: -0.49268 0.85364 0.56490
C: 0.63509 -0.03076 0.05771
C: 1.96486 0.47535 -0.03430
N: -1.28653 -0.67026 0.73754
O: -0.98343 1.75894 -0.31027
H: -1.30250 -0.60618 -1.50652
H: -1.79970 -2.14300 -0.73115
H: 0.49294 -2.22254 0.36727
H: -0.44726 1.33924 1.55656
H: 1.99292 1.24555 -0.87202
H: 2.73140 -0.34278 -0.24626
H: 1.87351 1.03856 0.88036
H: -1.99713 1.76234 -0.18140

Results
- HOMO energy (eV) = -15.06
- relative energy (zero: lowest compared OMol25 entry of this formula, charge and spin) (kcal per mole) = 95.5
- E_tot (hartree) = -324.88671
- E_LUMO (eV) = -5.92
- orbital gap (eV) = 9.14
- net charge = +1
- 2S+1 = 1

Results of the natural (NBO) charge analysis, in e, for atoms 1 through 4: -0.122, -0.173, 0.187, 0.356

=====

This record from the Open Molecules 2025 dataset describes 10 unconnected molecules or ions with the total composition C39H84O30 in a non-equilibrium geometry. The level of theory is ωB97M-V/def2-TZVPD.

Element x y z (Å)
C: 2.90002 11.73455 -1.08306
O: 2.91621 11.49168 0.30392
C: 2.44144 10.18966 0.65941
C: 2.24491 9.94333 2.21001
O: 1.32429 10.76969 2.74794
C: 1.22134 10.68909 4.18802
C: 0.21304 11.72757 4.60798
O: 0.70990 13.07805 4.30780
C: -0.16824 14.13406 4.69205
H: 3.30632 12.72594 -1.28344
H: 1.83688 11.75279 -1.32283
H: 3.37275 10.92485 -1.63895
H: 3.17086 9.43748 0.35893
H: 1.52496 9.91778 0.13573
H: 3.15922 10.16245 2.76148
H: 2.06703 8.88880 2.42076
H: 2.18563 11.01043 4.58171
H: 1.03971 9.68007 4.55814
H: -0.04694 11.61913 5.66095
H: -0.72521 11.51143 4.09703
H: 0.03793 14.48043 5.70478
H: -1.21551 13.87356 4.53886
H: 0.13311 14.96476 4.05391
C: -1.15751 0.28407 -10.92509
O: -0.09651 1.11274 -10.35814
C: 1.09892 0.44371 -10.17581
C: 2.27925 1.32124 -9.74288
O: 2.20826 1.61517 -8.36231
C: 1.84867 2.93236 -8.02860
C: 3.07498 3.89838 -7.75473
O: 3.69336 3.70636 -6.46959
C: 4.53723 2.58663 -6.42005
H: -2.03574 0.92712 -10.98251
H: -1.37583 -0.61113 -10.34281
H: -1.00730 -0.09520 -11.93588
H: 1.44760 0.02341 -11.11913
H: 1.10691 -0.45223 -9.55507
H: 2.29791 2.24025 -10.32868
H: 3.20542 0.78067 -9.93810
H: 1.27294 2.97045 -7.10384
H: 1.15783 3.33271 -8.77060
H: 2.68919 4.90255 -7.57890
H: 3.76274 3.86323 -8.59963
H: 3.93635 1.67846 -6.37230
H: 5.18388 2.65470 -5.54523
H: 5.11053 2.49588 -7.34265
C: -1.49081 -8.65272 4.60342
O: -1.86119 -8.35357 5.98854
C: -1.02929 -9.10798 6.89929
C: 0.19682 -8.29178 7.31214
O: -0.18421 -7.23932 8.31033
C: -0.47887 -6.00013 7.75099
C: -0.76094 -4.96858 8.93864
O: 0.46528 -4.48272 9.52121
C: 0.29291 -3.41551 10.45691
H: -1.57470 -9.73053 4.46418
H: -0.47677 -8.30520 4.40581
H: -2.20775 -8.19064 3.92477
H: -0.74266 -10.08890 6.52018
H: -1.64209 -9.41222 7.74782
H: 0.58027 -7.76798 6.43652
H: 0.96253 -8.93916 7.73955
H: -1.34973 -6.01618 7.09567
H: 0.37985 -5.61204 7.20318
H: -1.17393 -5.57011 9.74839
H: -1.56453 -4.26207 8.73080
H: 1.23650 -3.35541 10.99923
H: -0.53969 -3.60922 11.13319
H: 0.19643 -2.44477 9.97063
C: 6.98225 1.37926 1.53174
O: 7.93989 2.45385 1.37547
C: 7.78333 3.65928 2.05234
O: 6.80893 3.98271 2.79488
O: 8.76286 4.41948 1.72818
C: 8.72596 5.79636 1.90488
H: 6.19778 1.47405 2.28255
H: 7.51427 0.49658 1.88661
H: 6.46982 1.16939 0.59287
H: 7.97353 6.16125 1.20573
H: 9.61354 6.31071 1.53645
H: 8.45365 6.10379 2.91455
C: 0.44254 -3.41239 -0.08132
O: 0.66092 -2.14648 -0.78027
C: 0.70646 -1.03564 -0.08434
O: 0.38806 -0.88652 1.09314
O: 1.19711 -0.10725 -0.94959
C: 1.17234 1.21904 -0.53916
H: 1.39261 -3.94664 -0.08833
H: -0.26158 -4.04259 -0.62461
H: 0.10900 -3.27047 0.94664
H: 1.60490 1.36226 0.45103
H: 0.13307 1.54696 -0.51699
H: 1.65445 1.78937 -1.33313
C: -4.99761 3.42290 -0.86877
O: -4.89367 4.00664 -2.10525
C: -4.51823 3.39507 -3.19520
O: -4.35596 3.94400 -4.32162
O: -4.21883 2.10028 -2.94068
C: -3.77785 1.15524 -3.99696
H: -4.85132 4.17470 -0.09321
H: -4.17555 2.71408 -0.76923
H: -5.97932 2.97651 -0.71042
H: -3.68545 1.66565 -4.95563
H: -4.42299 0.28827 -4.13934
H: -2.79244 0.80579 -3.68882
C: -4.26066 -8.67771 -4.02303
O: -3.29147 -9.67935 -4.23366
C: -3.45831 -10.85840 -3.64735
O: -4.47434 -11.29066 -3.10126
O: -2.38098 -11.58573 -3.84289
C: -2.32788 -12.94637 -3.44955
H: -5.21145 -9.01218 -4.43802
H: -3.89282 -7.80841 -4.56811
H: -4.31193 -8.34466 -2.98641
H: -1.29417 -13.28780 -3.50402
H: -2.90378 -13.57493 -4.12877
H: -2.46819 -13.06003 -2.37461
C: -9.51800 -0.75867 -0.69535
O: -9.09682 -0.99668 0.62856
C: -8.07359 -1.88940 0.83178
O: -7.42159 -2.45475 -0.03851
O: -7.95133 -1.95287 2.15753
C: -6.88344 -2.65168 2.73338
H: -10.47838 -0.24326 -0.70659
H: -9.60709 -1.68390 -1.26466
H: -8.69003 -0.20604 -1.13938
H: -7.01311 -3.72738 2.61441
H: -6.92971 -2.42577 3.79871
H: -5.89368 -2.35356 2.38755
C: 2.82949 -6.98194 -5.79348
O: 3.81005 -7.82105 -5.29375
C: 3.72796 -9.13911 -5.52548
O: 2.98566 -9.68681 -6.34805
O: 4.53751 -9.70104 -4.73980
C: 4.47411 -11.11486 -4.55363
H: 1.99069 -6.71587 -5.15029
H: 2.51434 -7.30515 -6.78561
H: 3.39066 -6.09220 -6.07904
H: 4.77003 -11.38310 -3.53945
H: 5.18182 -11.51637 -5.27890
H: 3.47687 -11.53927 -4.66981
C: 0.65045 3.16741 6.71608
O: -0.68112 3.30745 7.21392
C: -1.75347 3.77727 6.42277
O: -1.65562 3.93416 5.19002
O: -2.85150 3.84418 7.19371
C: -4.06735 4.47163 6.85115
H: 0.69832 2.63113 5.76834
H: 1.13452 2.60427 7.51398
H: 1.10778 4.15518 6.65898
H: -3.99520 5.51046 6.52910
H: -4.71700 4.45487 7.72623
H: -4.60536 3.98134 6.03982

Results
- HOMO energy (eV) = -9.09
- E_tot (hartree) = -3793.24887
- E_LUMO (eV) = 0.14
- orbital gap (eV) = 9.23
- 2S+1 = 1

Results of the Löwdin charge analysis, in e, for atoms 1 through 4: -0.115, -0.188, -0.169, -0.235

=====

This record from the Open Molecules 2025 dataset describes a molecular structure, C24H22ClN5O4SSr. The level of theory is ωB97M-V/def2-TZVPD.

Element x y z (Å)
Sr: 1.31249 1.60837 0.58084
O: -1.87477 4.88063 1.13812
C: -1.00230 4.08159 0.78244
O: -0.23517 3.37582 1.48783
C: -0.79016 3.94973 -0.74407
C: -1.52055 4.70904 -1.65311
C: -1.24456 4.57233 -3.00325
C: -0.26453 3.68278 -3.41997
C: 0.41293 2.94881 -2.45503
N: 0.14841 3.11653 -1.16628
C: 1.47427 1.89347 -2.83838
O: 1.67716 1.74032 -4.04940
O: 1.99995 1.27479 -1.87349
H: -2.27850 5.37899 -1.27253
H: -1.79461 5.15552 -3.73455
H: -0.01529 3.52700 -4.46029
C: 4.77099 -2.34135 3.60383
C: 4.52567 -1.18195 4.56511
N: 3.13893 -0.74933 4.64038
C: 2.52701 -0.28480 3.43377
S: 3.45358 0.90800 2.54563
N: 1.36544 -0.79109 3.22666
N: 0.67788 -0.40020 2.08844
C: -0.64317 -0.52927 2.14238
C: -1.36002 -0.90374 3.41974
C: -1.40586 -0.36201 0.97410
C: -2.81120 -0.41151 0.94005
C: -3.54836 -0.06304 -0.15486
C: -2.81973 0.46566 -1.28060
C: -1.48100 0.43973 -1.31180
N: -0.68540 -0.14997 -0.28496
H: 5.83160 -2.60774 3.56887
H: 4.45476 -2.06565 2.59725
H: 4.20694 -3.22906 3.90323
H: 5.12581 -0.32300 4.26560
H: 4.84002 -1.46135 5.57725
H: 2.54400 -1.49836 4.98138
H: -0.64037 -1.03724 4.22114
H: -1.91959 -1.83279 3.28481
H: -2.06938 -0.12442 3.70208
H: -3.32987 -0.70910 1.84475
H: -4.62916 -0.08369 -0.14178
H: -3.32977 0.94972 -2.10689
H: -0.92987 0.84106 -2.15138
Cl: -1.81968 -3.67595 -0.04441
C: -1.41128 -3.15398 -1.65686
C: -2.01050 -3.82305 -2.71360
C: -1.70478 -3.45857 -4.01498
C: -0.79473 -2.43701 -4.24699
C: -0.20777 -1.78068 -3.17882
C: -0.50633 -2.11460 -1.85574
C: 0.12209 -1.31277 -0.74353
H: -2.71077 -4.61949 -2.50062
H: -2.17792 -3.97650 -4.84083
H: -0.54422 -2.14044 -5.25791
H: 0.49678 -0.97583 -3.36123
H: 1.08421 -0.95103 -1.12025
H: 0.32026 -1.93935 0.12271

Results
- HOMO energy (eV) = 0.01
- E_tot (hartree) = -2391.80036
- E_LUMO (eV) = 4.53
- orbital gap (eV) = 4.52
- net charge = -2
- 2S+1 = 1

Results of the natural (NBO) charge analysis, in e, for atoms 1 through 4: 1.825, -0.719, 0.748, -0.828

=====

This record from the Open Molecules 2025 dataset describes 2 unconnected molecules or ions with the total composition C2H4OS2 in a non-equilibrium geometry. The level of theory is ωB97M-V/def2-TZVPD.

Element x y z (Å)
C: 1.47088 1.89430 1.05005
C: -1.40540 -1.79737 -0.69598
O: -0.21617 -1.14713 -0.73333
S: 1.03032 1.86104 -0.51920
S: -1.88101 -2.67670 0.62090
H: 1.41588 2.89641 1.64580
H: 1.84361 1.12012 1.69543
H: -2.01304 -1.44744 -1.48860
H: -0.24507 -0.70324 -1.57508

Results
- HOMO energy (eV) = -8.96
- relative energy (zero: lowest compared OMol25 entry of this formula, charge and spin) (kcal per mole) = 43.8
- E_tot (hartree) = -950.13895
- E_LUMO (eV) = -0.69
- orbital gap (eV) = 8.27
- 2S+1 = 1

Results of the natural (NBO) charge analysis, in e, for atoms 1 through 4: -0.439, 0.053, -0.629, 0.060